The following is a DFT calculation (wB97M-V/def2-TZVPD) of a structure of composition C15H31As2Cl2NRuSe2 at a distorted geometry.

Atoms and positions in Å:
1 Ru -0.02 -0.10 0.05
2 C 0.87 0.08 4.13
3 As -0.46 -0.22 2.71
4 C -1.35 -1.87 3.31
5 C -1.93 1.02 3.14
6 C -2.21 1.28 4.48
7 C -3.29 2.06 4.82
8 C -4.10 2.59 3.83
9 C -3.84 2.35 2.50
10 C -2.74 1.55 2.14
11 As -2.47 1.15 0.23
12 C -2.89 2.86 -0.64
13 C -4.10 0.12 -0.11
14 H 0.53 -0.33 5.08
15 H 1.06 1.15 4.24
16 H 1.81 -0.41 3.86
17 H -1.82 -1.67 4.28
18 H -0.63 -2.68 3.44
19 H -2.12 -2.17 2.60
20 H -1.58 0.86 5.26
21 H -3.49 2.27 5.86
22 H -4.95 3.21 4.10
23 H -4.47 2.78 1.74
24 H -3.96 3.06 -0.57
25 H -2.64 2.83 -1.71
26 H -2.35 3.69 -0.18
27 H -4.96 0.75 0.13
28 H -4.12 -0.77 0.52
29 H -4.16 -0.18 -1.16
30 C 0.62 0.45 -4.59
31 Se 0.31 -0.14 -2.77
32 C 1.68 -1.58 -2.67
33 C 3.00 -1.12 -2.08
34 Se 2.85 -0.53 -0.19
35 C 4.51 0.46 -0.05
36 H -0.01 1.32 -4.80
37 H 0.35 -0.36 -5.27
38 H 1.67 0.72 -4.72
39 H 1.83 -1.92 -3.70
40 H 1.25 -2.40 -2.09
41 H 3.44 -0.30 -2.65
42 H 3.70 -1.96 -2.08
43 H 5.33 -0.25 -0.14
44 H 4.55 0.93 0.93
45 H 4.61 1.22 -0.83
46 Cl -1.66 -2.14 -0.72
47 C -0.74 -3.48 -0.02
48 Cl 0.67 -2.76 0.77
49 H -0.41 -4.15 -0.82
50 H -1.36 -4.00 0.71
51 N 0.73 2.31 0.08
52 H 1.74 2.45 0.11
53 H 0.35 2.82 0.88
54 H 0.40 2.79 -0.76

Output
* net charge: +3
* HOMO (alpha / beta): -17.31 / -17.39 eV
* E_LUMO (alpha / beta): -0.427 / -0.411 Eh
* energy above the lowest of the compared OMol25 structures with the same formula, charge and spin: 286.5 kJ/mol
* calculated total energy: -297516.061 eV
* 2S+1: 2

Results of the natural (NBO) charge analysis, in e, for atoms 1 through 4:
1 Ru 0.4071
2 C -0.9193
3 As 1.1319
4 C -0.9258

The following is a DFT calculation (wB97M-V/def2-TZVPD) of a cluster of 3 separate species, C15H31B3O7 in total at a distorted geometry.

Atoms and positions in Å:
1 C -2.01 2.74 1.90
2 C -2.39 3.49 0.85
3 C -2.16 3.14 -0.60
4 B -2.75 1.72 -0.96
5 O -2.23 0.99 -2.02
6 B -2.69 -0.31 -2.04
7 O -4.05 -0.49 -1.94
8 B -4.61 0.23 -0.89
9 C -6.08 0.01 -0.39
10 C -5.95 -0.88 0.89
11 C -6.74 1.34 -0.02
12 C -6.76 2.37 -1.15
13 O -3.80 1.17 -0.25
14 H -1.04 2.25 1.96
15 H -2.68 2.58 2.74
16 H -2.91 4.42 1.05
17 H -2.68 3.88 -1.21
18 H -1.11 3.16 -0.89
19 H -1.92 -1.22 -2.04
20 H -6.65 -0.53 -1.15
21 H -6.59 -0.48 1.67
22 H -4.94 -0.83 1.30
23 H -6.20 -1.92 0.69
24 H -6.19 1.75 0.83
25 H -7.77 1.17 0.32
26 H -7.21 3.30 -0.79
27 H -5.75 2.63 -1.48
28 H -7.35 2.03 -2.00
29 C 0.52 -4.20 -1.44
30 C 0.52 -3.23 -0.28
31 O 1.78 -3.21 0.41
32 C 2.81 -2.45 -0.01
33 C 2.77 -1.77 -1.35
34 O 3.78 -2.38 0.70
35 H 1.24 -3.92 -2.20
36 H -0.47 -4.23 -1.90
37 H 0.77 -5.20 -1.09
38 H 0.23 -2.23 -0.58
39 H -0.20 -3.55 0.47
40 H 3.28 -2.40 -2.07
41 H 3.31 -0.83 -1.25
42 H 1.77 -1.55 -1.71
43 C 8.93 -0.01 1.13
44 C 8.04 1.19 1.36
45 O 6.95 1.24 0.44
46 C 5.79 0.56 0.64
47 C 5.71 -0.47 1.73
48 O 4.88 0.77 -0.12
49 H 8.39 -0.95 1.29
50 H 9.78 0.02 1.81
51 H 9.30 -0.01 0.11
52 H 7.68 1.24 2.39
53 H 8.60 2.11 1.17
54 H 5.91 -1.45 1.30
55 H 4.70 -0.47 2.12
56 H 6.39 -0.30 2.57

Output
* SMILES string: C=CCB1OBOB([C@@H](C)CC)O1.CCOC(C)=O.CCOC(C)=O
* net charge: 0
* HOMO: -8.66 eV
* E_LUMO: 0.018 Eh
* calculated total energy: -32425.439 eV

Results of the natural (NBO) charge analysis, in e, for atoms 1 through 4:
1 C -0.4256
2 C -0.1336
3 C -0.8330
4 B 1.1743

The following is a DFT calculation (wB97M-V/def2-TZVPD) of a structure of composition C15H31BF4P2Sr at a distorted geometry.

Atoms and positions in Å:
1 P 0.54 1.87 -1.78
2 P 0.95 1.01 3.06
3 C -0.05 0.92 -0.21
4 C 0.15 1.52 1.24
5 H -0.19 -0.23 -0.29
6 H -1.14 0.96 -0.43
7 H 0.74 2.47 1.10
8 H -0.89 1.82 1.59
9 C 1.63 -0.67 2.82
10 H 2.61 -0.76 2.35
11 H 0.83 -0.96 2.17
12 H 1.53 -1.28 3.70
13 C -0.51 0.43 4.00
14 H -0.68 -0.65 3.92
15 H -1.40 0.97 3.72
16 H -0.27 0.66 5.05
17 C 0.44 1.01 -3.33
18 H 0.93 1.58 -4.13
19 H -0.61 0.87 -3.62
20 H 0.95 0.03 -3.29
21 C -0.82 3.02 -1.63
22 H -1.13 3.08 -0.57
23 H -1.67 2.66 -2.21
24 H -0.59 4.04 -1.93
25 Sr 1.84 -1.05 -0.65
26 C -0.92 -1.62 1.05
27 C -0.07 -2.63 0.61
28 C -0.59 -3.71 -0.30
29 C -1.50 -3.13 -1.42
30 C -1.12 -1.72 -1.80
31 C -2.07 -0.76 -1.60
32 C -2.95 -0.68 -0.39
33 C -2.41 -1.57 0.82
34 C 2.02 2.83 -1.74
35 H -0.61 -0.93 1.83
36 H 0.81 -3.01 1.18
37 H -1.13 -4.48 0.30
38 H 0.30 -4.24 -0.69
39 H -1.46 -3.81 -2.32
40 H -2.52 -3.09 -1.05
41 H -0.19 -1.58 -2.32
42 H -2.40 -0.11 -2.48
43 H -3.98 -1.02 -0.60
44 H -3.09 0.34 0.02
45 H -2.96 -1.25 1.75
46 H -2.79 -2.59 0.70
47 H 2.35 3.00 -0.71
48 H 1.83 3.81 -2.21
49 H 2.82 2.32 -2.27
50 F 4.10 0.04 1.31
51 B 3.98 1.27 0.67
52 F 3.59 0.88 -0.76
53 F 2.83 1.90 1.19
54 F 4.98 2.19 0.64

Output
* net charge: 0
* HOMO (alpha / beta): -4.11 / -4.14 eV
* E_LUMO (alpha / beta): -0.007 / 0.007 Eh
* energy above the lowest of the compared OMol25 structures with the same formula, charge and spin: 240.7 kJ/mol
* calculated total energy: -47015.292 eV

Results of the natural (NBO) charge analysis, in e, for atoms 1 through 4:
1 P 1.5469
2 P 0.8822
3 C -0.9148
4 C -0.7397

The following is a DFT calculation (wB97M-V/def2-TZVPD) of a structure of composition C15H31CdF5OP2Te at a distorted geometry.

Atoms and positions in Å:
1 P 0.23 -1.62 1.40
2 P -0.06 1.46 1.50
3 C -0.14 -0.74 -0.20
4 C 0.40 0.70 -0.14
5 H -1.23 -0.73 -0.31
6 H 0.27 -1.28 -1.06
7 H 1.50 0.69 -0.18
8 H 0.04 1.31 -0.98
9 C -1.70 2.21 1.17
10 H -1.98 2.85 2.01
11 H -2.45 1.42 1.09
12 H -1.71 2.81 0.24
13 C 1.02 2.95 1.58
14 H 0.98 3.54 0.67
15 H 2.05 2.63 1.77
16 H 0.70 3.56 2.43
17 C -0.84 -3.10 1.31
18 H -0.61 -3.82 2.11
19 H -0.72 -3.58 0.34
20 H -1.89 -2.79 1.41
21 C 1.90 -2.34 1.11
22 H 2.65 -1.54 1.14
23 H 1.96 -2.86 0.14
24 H 2.12 -3.04 1.91
25 Cd 0.04 -0.14 3.10
26 C 0.61 1.63 -4.18
27 C -0.70 1.67 -3.93
28 C -1.83 0.85 -4.51
29 C -1.45 -0.47 -5.21
30 C -0.73 -1.44 -4.31
31 C 0.58 -1.50 -4.01
32 C 1.72 -0.64 -4.49
33 C 1.37 0.72 -5.12
34 C 0.07 -1.63 4.61
35 H 1.23 2.32 -3.61
36 H -1.04 2.41 -3.20
37 H -2.40 1.47 -5.21
38 H -2.52 0.62 -3.69
39 H -2.38 -0.94 -5.55
40 H -0.87 -0.26 -6.12
41 H -1.37 -2.17 -3.81
42 H 0.88 -2.29 -3.32
43 H 2.32 -1.22 -5.21
44 H 2.38 -0.47 -3.63
45 H 2.31 1.21 -5.38
46 H 0.83 0.58 -6.05
47 H 0.74 -1.32 5.42
48 H 0.39 -2.62 4.26
49 H -0.94 -1.72 5.02
50 F 0.00 2.92 6.58
51 Te -0.24 0.95 6.78
52 F -0.52 -1.00 7.21
53 F 0.42 1.08 8.67
54 F 1.68 0.70 6.23
55 F -2.13 1.19 7.40
56 O -0.94 0.83 4.77

Output
* net charge: 0
* HOMO (alpha / beta): -6.95 / -8.00 eV
* E_LUMO (alpha / beta): -0.063 / -0.040 Eh
* energy above the lowest of the compared OMol25 structures with the same formula, charge and spin: 247.9 kJ/mol
* calculated total energy: -62122.793 eV

Results of the natural (NBO) charge analysis, in e, for atoms 1 through 4:
1 P 0.7356
2 P 0.7402
3 C -0.7132
4 C -0.7085

The following is a DFT calculation (wB97M-V/def2-TZVPD) of a structure of composition C15H31CuFP2 at a distorted geometry.

Atoms and positions in Å:
1 P -1.62 1.91 1.10
2 P 0.12 0.05 2.86
3 C -0.40 0.80 0.23
4 C -0.14 -0.45 1.09
5 H 0.53 1.38 0.13
6 H -0.74 0.54 -0.77
7 H -1.02 -1.11 1.08
8 H 0.71 -1.03 0.71
9 C 1.94 0.35 2.95
10 H 2.22 0.46 4.00
11 H 2.17 1.28 2.44
12 H 2.51 -0.47 2.51
13 C -0.04 -1.54 3.77
14 H 0.57 -2.34 3.33
15 H -1.09 -1.84 3.78
16 H 0.27 -1.38 4.81
17 C -1.46 3.49 0.20
18 H -2.25 4.20 0.47
19 H -1.50 3.30 -0.88
20 H -0.48 3.93 0.42
21 C -3.24 1.29 0.51
22 H -3.46 0.33 0.99
23 H -3.26 1.16 -0.58
24 H -4.02 2.00 0.80
25 Cu -1.23 1.80 3.34
26 C 1.37 -3.04 -1.78
27 C 2.39 -2.19 -1.58
28 C 3.06 -1.25 -2.54
29 C 2.31 -0.90 -3.85
30 C 0.97 -0.26 -3.60
31 C -0.21 -0.84 -3.36
32 C -0.57 -2.30 -3.26
33 C 0.59 -3.30 -3.04
34 C -2.46 3.47 3.78
35 H 1.04 -3.61 -0.91
36 H 2.80 -2.16 -0.58
37 H 4.06 -1.65 -2.80
38 H 3.27 -0.31 -2.00
39 H 2.94 -0.20 -4.41
40 H 2.22 -1.79 -4.47
41 H 0.98 0.83 -3.60
42 H -1.06 -0.17 -3.20
43 H -1.13 -2.59 -4.16
44 H -1.28 -2.41 -2.42
45 H 0.15 -4.30 -2.98
46 H 1.24 -3.32 -3.92
47 H -3.09 3.25 4.65
48 H -3.11 3.79 2.96
49 H -1.81 4.31 4.05
50 F 0.25 2.85 3.76

Output
* net charge: 0
* HOMO (alpha / beta): -6.85 / -7.90 eV
* E_LUMO (alpha / beta): 0.018 / -0.002 Eh
* energy above the lowest of the compared OMol25 structures with the same formula, charge and spin: 0.0 kJ/mol
* calculated total energy: -81990.699 eV
* 2S+1: 2

Results of the natural (NBO) charge analysis, in e, for atoms 1 through 4:
1 P 0.8427
2 P 0.8316
3 C -0.7214
4 C -0.7120

The following is a DFT calculation (wB97M-V/def2-TZVPD) of a structure of composition C15H31F5OP2ReTe at a distorted geometry.

Atoms and positions in Å:
1 P 0.03 -3.40 -1.53
2 P 0.28 0.60 -1.30
3 C -0.39 -2.02 -2.76
4 C 0.58 -0.86 -2.69
5 H -1.42 -1.71 -2.57
6 H -0.37 -2.47 -3.76
7 H 1.62 -1.17 -2.49
8 H 0.56 -0.34 -3.65
9 C -1.31 1.01 -2.15
10 H -1.63 2.02 -1.86
11 H -2.08 0.29 -1.85
12 H -1.18 0.96 -3.24
13 C 1.49 1.52 -2.43
14 H 1.18 1.51 -3.48
15 H 2.47 1.04 -2.33
16 H 1.59 2.57 -2.13
17 C -1.22 -4.67 -1.97
18 H -1.62 -5.08 -1.03
19 H -0.76 -5.48 -2.54
20 H -2.04 -4.22 -2.54
21 C 1.52 -4.17 -2.28
22 H 2.14 -3.43 -2.80
23 H 1.23 -4.95 -2.99
24 H 2.12 -4.63 -1.49
25 Re -0.14 -2.50 0.37
26 C 0.45 3.23 2.53
27 C -0.54 3.72 1.65
28 C -2.07 3.83 1.80
29 C -2.26 2.97 0.52
30 C -0.80 2.47 0.61
31 C 0.30 2.45 -0.33
32 C 1.58 2.83 0.34
33 C 1.63 2.60 1.90
34 C 1.64 -2.97 1.25
35 H 0.37 3.32 3.62
36 H -0.16 4.56 1.03
37 H -2.43 4.85 1.71
38 H -2.45 3.34 2.70
39 H -2.99 2.17 0.60
40 H -2.43 3.57 -0.38
41 H -0.76 1.54 1.21
42 H 0.33 -0.89 0.08
43 H 1.73 3.91 0.20
44 H 2.43 2.34 -0.13
45 H 1.62 1.51 2.10
46 H 2.57 2.99 2.31
47 H 2.30 -2.10 1.08
48 H 2.13 -3.88 0.91
49 H 1.41 -3.04 2.32
50 F 0.29 -0.22 5.35
51 Te -1.12 -0.69 4.17
52 F -1.49 1.26 4.24
53 F -0.37 -2.50 4.31
54 F -2.13 -0.95 5.85
55 F 0.25 -0.30 2.77
56 O -1.68 -2.40 1.14

Output
* net charge: +2
* HOMO (alpha / beta): -14.05 / -14.06 eV
* E_LUMO (alpha / beta): -0.342 / -0.359 Eh
* energy above the lowest of the compared OMol25 structures with the same formula, charge and spin: 402.4 kJ/mol
* calculated total energy: -59668.225 eV
* 2S+1: 4

Results of the natural (NBO) charge analysis, in e, for atoms 1 through 4:
1 P 0.9644
2 P 1.0095
3 C -0.7209
4 C -0.5137

The following is a DFT calculation (wB97M-V/def2-TZVPD) of a structure of composition C15H31N2O2PSiV at a distorted geometry.

Atoms and positions in Å:
1 V -1.95 0.58 0.35
2 Si -1.60 0.13 -2.12
3 P 2.37 -1.47 -1.69
4 N -0.78 1.76 0.77
5 H 1.61 -2.57 -1.20
6 C 4.10 -1.90 -1.47
7 H 4.66 -1.70 -2.40
8 H 4.15 -2.97 -1.22
9 H 4.52 -1.31 -0.64
10 C 2.05 -1.33 -3.46
11 H 3.01 -1.09 -3.94
12 H 1.31 -0.55 -3.68
13 H 1.70 -2.30 -3.85
14 C 2.07 0.10 -0.86
15 H 2.98 0.72 -0.96
16 H 1.86 -0.04 0.21
17 H 1.23 0.65 -1.30
18 C -2.73 -0.80 -3.25
19 H -3.29 -1.60 -2.74
20 H -2.17 -1.22 -4.10
21 H -3.44 -0.06 -3.63
22 H -2.49 1.10 -1.36
23 H -0.51 0.85 -2.84
24 C -0.21 2.88 1.16
25 C 1.11 4.15 2.79
26 C 0.70 2.93 2.28
27 C -0.54 4.12 0.51
28 C -0.10 5.33 1.03
29 C 0.70 5.35 2.18
30 H 1.77 4.17 3.67
31 H 1.01 1.98 2.72
32 H -1.17 4.07 -0.37
33 H -0.39 6.26 0.53
34 H 1.02 6.31 2.61
35 C -0.31 -2.05 -0.73
36 O -1.00 -0.86 -0.76
37 C -0.04 -2.49 0.65
38 H 0.42 -3.49 0.64
39 H -0.97 -2.58 1.25
40 H 0.64 -1.80 1.18
41 C -0.69 -3.00 -1.80
42 H -0.17 -3.96 -1.65
43 H -0.42 -2.63 -2.81
44 H -1.77 -3.22 -1.79
45 C -0.97 -0.42 3.55
46 C -2.36 -0.68 3.07
47 N -3.23 -1.17 3.96
48 O -2.75 -0.48 1.88
49 H -0.95 -0.43 4.64
50 H -0.59 0.55 3.19
51 H -0.28 -1.21 3.19
52 H -4.20 -1.30 3.70
53 H -2.93 -1.32 4.91

Output
* net charge: 0
* HOMO (alpha / beta): -4.57 / -4.60 eV
* E_LUMO (alpha / beta): 0.014 / 0.015 Eh
* energy above the lowest of the compared OMol25 structures with the same formula, charge and spin: 176.2 kJ/mol
* calculated total energy: -65981.710 eV
* 2S+1: 2

Results of the natural (NBO) charge analysis, in e, for atoms 1 through 4:
1 V 0.7160
2 Si 1.4226
3 P 1.2790
4 N -0.8448

The following is a DFT calculation (wB97M-V/def2-TZVPD) of a structure of composition C15H31N2O3OsPS at a distorted geometry.

Atoms and positions in Å:
1 Os -0.40 -0.53 0.76
2 C -2.30 -0.84 0.48
3 O -3.45 -0.93 0.33
4 C -0.49 1.30 1.15
5 O -0.53 2.42 1.48
6 C 1.50 -0.78 1.01
7 O 2.64 -0.88 1.25
8 C -1.60 0.48 -2.41
9 P -0.14 -0.32 -1.57
10 H 0.39 -1.83 -3.37
11 H -2.44 -0.17 -2.11
12 C 1.30 0.57 -2.36
13 H 1.00 0.65 -3.42
14 C -1.49 0.48 -3.94
15 H -1.21 -0.48 -4.38
16 H -0.76 1.23 -4.27
17 H -2.45 0.77 -4.39
18 C -1.93 1.88 -1.92
19 H -1.21 2.63 -2.28
20 C 0.97 -2.95 -1.67
21 H -1.95 1.96 -0.83
22 H -2.92 2.19 -2.29
23 C -1.43 -2.63 -2.52
24 H 1.14 -2.71 -0.62
25 H 0.59 -3.99 -1.69
26 H 1.93 -2.91 -2.19
27 C -0.04 -2.01 -2.36
28 H -1.31 -3.69 -2.77
29 H -1.98 -2.20 -3.35
30 H -2.04 -2.55 -1.62
31 C 2.62 -0.19 -2.32
32 H 2.95 -0.44 -1.31
33 H 3.38 0.46 -2.78
34 H 2.59 -1.11 -2.92
35 C 1.51 2.00 -1.83
36 H 1.61 2.04 -0.73
37 H 0.70 2.67 -2.12
38 H 2.44 2.38 -2.27
39 H -0.65 -2.91 0.07
40 H -0.50 -2.55 0.74
41 C -0.87 2.22 4.78
42 N -0.98 0.77 4.60
43 C 0.01 0.00 4.10
44 S -0.43 -1.39 3.14
45 N 1.30 0.25 4.40
46 C 1.75 0.83 5.67
47 H 0.13 2.55 4.47
48 H -1.06 2.47 5.83
49 H -1.59 2.75 4.15
50 H -1.91 0.42 4.38
51 H 1.99 -0.30 3.88
52 H 2.50 0.17 6.13
53 H 2.23 1.79 5.47
54 H 0.90 0.95 6.33

Output
* net charge: +4
* HOMO (alpha / beta): -21.31 / -22.87 eV
* E_LUMO (alpha / beta): -0.533 / -0.692 Eh
* calculated total energy: -47720.924 eV
* 2S+1: 5

Results of the Löwdin charge analysis, in e, for atoms 1 through 4:
1 Os 0.9936
2 C -0.2975
3 O 0.2293
4 C -0.2910

The following is a DFT calculation (wB97M-V/def2-TZVPD) of the ion C15H31N4O3 with charge +1 at a distorted geometry.

Atoms and positions in Å:
1 C -5.23 -2.05 1.44
2 N -4.05 -1.92 0.51
3 C -3.07 -1.01 0.52
4 O -3.06 -0.09 1.26
5 C -2.03 -1.06 -0.51
6 C -2.42 -0.38 -1.88
7 C -2.56 1.08 -1.78
8 C -2.20 1.61 -3.09
9 C -0.72 1.74 -3.40
10 N 0.00 2.75 -2.62
11 N -0.77 -0.55 0.15
12 C 0.46 -0.58 -0.25
13 O 0.72 -0.99 -1.41
14 C 1.60 -0.13 0.63
15 C 1.82 -1.15 1.74
16 C 2.06 -0.66 3.16
17 C 3.42 -0.01 3.41
18 C 1.98 -1.84 4.09
19 N 2.79 0.12 -0.13
20 C 3.04 1.16 -0.97
21 C 4.49 1.39 -1.58
22 O 2.18 1.92 -1.22
23 H -6.21 -2.02 0.85
24 H -5.01 -2.94 2.00
25 H -5.40 -1.20 2.23
26 H -4.01 -2.72 -0.14
27 H -1.91 -2.07 -0.80
28 H -1.57 -0.61 -2.55
29 H -3.31 -0.73 -2.37
30 H -3.59 1.30 -1.49
31 H -1.85 1.46 -1.02
32 H -2.71 2.60 -3.17
33 H -2.71 1.13 -3.93
34 H -0.75 1.96 -4.48
35 H -0.38 0.70 -3.37
36 H 1.00 2.52 -2.59
37 H -0.17 2.60 -1.70
38 H -0.10 3.68 -2.90
39 H -0.93 -0.09 1.05
40 H 1.21 0.75 1.13
41 H 2.71 -1.72 1.48
42 H 1.06 -1.89 1.86
43 H 1.27 0.03 3.49
44 H 3.58 -0.03 4.48
45 H 3.42 1.11 3.04
46 H 4.17 -0.55 2.99
47 H 2.57 -2.63 3.73
48 H 0.99 -2.17 4.36
49 H 2.41 -1.64 4.99
50 H 3.60 -0.41 -0.01
51 H 4.46 2.10 -2.36
52 H 4.62 0.44 -2.08
53 H 5.09 1.70 -0.77

Output
* SMILES string: CNC(=O)[C@@H](CCCC[NH3+])NC(=O)[C@@H](CC(C)C)NC(C)=O
* net charge: +1
* HOMO: -12.24 eV
* E_LUMO: -0.090 Eh
* energy above the lowest of the compared OMol25 structures with the same formula, charge and spin: 292.7 kJ/mol
* calculated total energy: -28154.439 eV

Results of the natural (NBO) charge analysis, in e, for atoms 1 through 4:
1 C -0.4346
2 N -0.6077
3 C 0.6550
4 O -0.6309